Entry 1:
The following is a quantum chemistry calculation of a cluster of 2 separate species, CH5NS2 in total at a distorted geometry, from OMol25.

```
9
Properties=species:S:1:pos:R:3:forces:R:3:mulliken_charge:R:1
C 1.397 0.211 -0.218 -0.3 0.6 0.0 0.0458
H -0.590 0.482 0.118 0.3 0.2 -0.2 0.0978
H 0.293 1.950 -0.156 0.2 -0.2 0.0 0.1883
H 2.282 0.821 -0.423 -0.1 -0.2 0.0 0.2798
H -2.081 -0.403 1.036 -0.2 -0.2 0.0 0.2160
H -1.138 -1.804 0.072 0.1 0.1 0.0 0.2074
N 0.286 0.942 -0.076 1.4 0.9 0.2 -0.2113
S 1.492 -1.421 -0.109 0.3 -0.2 0.0 -0.3985
S -1.941 -0.779 -0.245 -1.9 -1.1 -0.1 -0.4254
```
Positions in Å, forces in eV/Å.

structure (SMILES): NC=S.S
spin multiplicity: 1

---

Entry 2:
The following is a quantum chemistry calculation of a cluster of 3 separate species, C8H15PSi in total at a distorted geometry, from OMol25.

```
25
Properties=species:S:1:pos:R:3:forces:R:3:mulliken_charge:R:1
C 2.529 1.435 -0.056 0.0 -3.4 -0.1 -0.4715
C 1.206 1.097 0.071 -1.5 -0.2 -0.9 -0.0606
C 3.113 -0.911 -0.200 0.5 0.1 -0.8 -0.4155
C 3.497 0.426 -0.227 -2.1 0.2 0.8 -0.3703
C 0.558 -0.136 -0.093 0.9 -0.6 0.0 0.1326
C -1.963 1.468 -0.143 -0.5 -1.1 0.4 -1.2857
C -2.184 -1.373 1.104 0.3 2.1 -0.8 -1.0175
C -1.675 -1.215 -1.965 -0.1 3.0 2.3 -1.1406
Si -1.331 -0.276 -0.210 0.6 -1.8 -1.3 0.3130
P 1.527 -1.585 -0.294 -0.4 0.8 0.3 -0.1170
H 2.690 2.441 0.016 1.2 2.4 0.0 0.4704
H 0.543 1.936 0.153 -0.2 0.5 0.4 0.0961
H 3.913 -1.626 -0.343 0.1 -0.2 0.2 0.3032
H 4.512 0.683 -0.286 1.3 0.3 -0.2 0.4019
H 1.032 0.514 2.893 -0.3 -1.9 -1.7 0.2391
H 0.927 -0.071 2.292 0.4 1.9 2.2 -0.2233
H -2.993 1.523 -0.425 -0.6 0.3 -0.9 0.3939
H -2.055 1.712 0.878 0.1 0.1 1.8 0.3886
H -1.330 2.246 -0.473 0.4 0.7 -1.2 0.4107
H -2.111 -0.812 2.031 0.3 -0.5 0.5 0.3361
H -3.233 -1.273 0.845 -0.4 -0.5 -0.2 0.3081
H -1.826 -2.386 1.090 0.0 -0.3 0.3 0.3318
H -0.835 -0.995 -2.605 0.0 -0.2 -0.5 0.3405
H -1.957 -2.226 -1.851 0.0 -1.1 0.0 0.3244
H -2.554 -0.599 -2.202 0.1 -0.4 -0.7 0.3114
```
Positions in Å, forces in eV/Å.

spin multiplicity: 1

---

Entry 3:
The following is a quantum chemistry calculation of an isolated molecule of CH3ClS at a distorted geometry, from OMol25.

```
6
Properties=species:S:1:pos:R:3:forces:R:3:mulliken_charge:R:1
C -0.282 0.259 -0.323 -2.4 -0.1 -0.1 -0.8331
S 0.523 -1.389 -0.138 0.3 2.4 1.8 0.0565
Cl 1.374 -0.792 1.764 -0.4 -0.8 -1.4 -0.1850
H -0.845 0.245 -1.280 -0.2 -0.7 0.5 0.2879
H 0.255 1.160 -0.550 1.5 0.0 0.6 0.3664
H -1.026 0.517 0.527 1.3 -0.8 -1.4 0.3074
```
Positions in Å, forces in eV/Å.

structure (SMILES): CSCl
spin multiplicity: 1

---

Entry 4:
The following is a quantum chemistry calculation of a cluster of 12 separate species, C4H31NO13 in total at a distorted geometry, from OMol25.

```
49
Properties=species:S:1:pos:R:3:forces:R:3:mulliken_charge:R:1
C -2.709 -0.796 -0.397 -1.2 -1.3 0.4 -1.1668
C -2.528 0.382 0.609 0.8 1.9 -0.9 0.7211
C -3.582 0.751 1.667 -0.4 -1.6 -0.7 -1.5637
O -1.183 0.405 1.111 -0.4 0.4 0.1 -0.3327
C -1.458 -1.588 -0.804 1.9 -0.7 1.1 0.7301
N -0.674 -1.059 -1.753 -1.4 1.1 -0.4 -0.2073
O -1.032 -2.622 -0.261 -1.4 0.5 0.1 -0.7845
H -3.472 -1.526 -0.070 0.6 0.0 0.5 0.4219
H -3.214 -0.478 -1.298 0.2 0.7 -0.4 0.5358
H -2.640 1.333 0.008 0.6 -1.1 0.0 -0.1396
H -4.587 0.774 1.231 0.2 0.7 -0.4 0.4202
H -3.778 -0.011 2.410 0.7 -0.1 0.8 0.4089
H -3.267 1.711 2.057 -0.3 0.0 0.4 0.3403
H -1.120 0.135 2.054 -0.4 -0.3 -0.8 0.3297
H -1.044 -0.319 -2.353 0.7 -0.3 0.1 0.1740
H 0.169 -1.539 -2.016 -0.2 -0.1 0.0 0.2047
H 3.815 -1.332 -0.701 -0.6 0.3 -0.3 0.2767
H 2.371 -1.938 -1.042 0.3 0.8 -0.2 0.3201
O 3.274 -2.119 -0.779 0.5 -1.4 0.2 -0.6618
H 0.519 -4.335 2.366 -0.2 -0.1 -1.0 0.2531
H -0.165 -3.763 0.930 0.2 -0.2 0.8 0.4025
O -0.004 -3.672 1.896 -0.4 0.3 0.6 -0.6013
H -0.468 3.128 -2.496 -0.1 0.6 -0.2 0.3545
H 0.989 2.974 -1.952 -1.4 0.1 -1.8 0.5083
O 0.430 3.092 -2.823 1.7 -0.3 1.3 -0.8102
H -2.104 -1.620 2.690 0.1 -0.4 -0.1 0.2751
H -0.611 -1.973 2.905 -0.3 -0.4 -0.3 0.4143
O -1.290 -1.316 3.098 0.1 0.4 0.9 -0.7686
H 1.442 1.727 0.190 -0.4 1.4 -1.9 0.4654
H 1.664 3.177 0.029 0.1 0.3 -0.4 0.2360
O 1.225 2.487 -0.482 -0.1 -1.2 1.9 -0.6466
H 3.143 0.935 -2.731 0.4 -0.4 -0.2 0.3271
H 1.961 0.740 -1.930 -0.4 -0.2 0.5 0.2381
O 2.698 0.214 -2.262 -0.1 0.9 -0.3 -0.6079
H -1.765 2.489 -1.914 0.1 -0.8 -0.1 0.1940
H -2.373 1.996 -3.373 0.6 0.6 1.7 0.3566
O -2.517 2.457 -2.503 -1.1 -0.1 -1.2 -0.6056
H 3.206 -0.122 3.717 -0.1 -0.8 0.1 0.2979
H 2.514 1.151 4.253 -0.2 -0.1 0.5 0.2905
O 3.031 0.792 3.537 0.1 0.9 -0.4 -0.6347
H 0.048 1.514 -3.304 -0.8 -0.5 -0.7 0.3789
H 0.188 0.240 -4.141 0.2 -0.4 -0.4 0.3098
O -0.490 0.754 -3.706 0.6 1.1 0.3 -0.7395
H 2.750 1.678 1.900 0.7 -0.2 -1.2 0.4037
H 3.361 0.750 0.876 0.0 0.1 -0.1 0.2513
O 3.014 1.651 0.931 -0.1 -0.5 2.0 -0.6648
H 1.381 -2.381 1.940 0.0 -0.4 -0.5 0.4130
H 2.564 -2.662 0.917 -0.2 0.2 0.1 0.3001
O 2.321 -2.268 1.766 0.7 0.6 0.7 -0.6184
```
Positions in Å, forces in eV/Å.

structure (SMILES): C[C@@H](O)CC(N)=O.O.O.O.O.O.O.O.O.O.O.O
spin multiplicity: 1

---

Entry 5:
The following is a quantum chemistry calculation of an isolated molecule of C3H6N2O2 at a distorted geometry, from OMol25.

```
13
Properties=species:S:1:pos:R:3:forces:R:3:mulliken_charge:R:1
C -0.108 -0.838 0.456 -0.3 2.7 -0.4 0.3868
N -1.052 -1.750 -0.046 -1.0 -0.9 -0.5 -0.5586
C -0.254 0.658 -0.416 -1.1 -1.3 1.1 -0.4766
C -0.218 1.864 0.134 0.1 -0.1 0.0 -0.6247
O 1.163 -1.282 0.434 1.7 0.5 -0.7 -0.4302
N 1.840 -0.017 -0.440 2.1 0.0 1.8 0.3084
O 2.672 0.518 0.163 -1.9 -1.4 -1.3 -0.2171
H -0.377 -0.529 1.478 0.0 0.0 -0.2 0.2324
H -0.688 -2.530 -0.577 0.4 0.2 0.1 0.2392
H -1.818 -1.340 -0.565 0.0 0.1 0.2 0.2338
H -0.779 0.500 -1.352 -0.1 0.0 -0.1 0.3816
H -0.807 2.685 -0.253 0.4 0.2 -0.3 0.2786
H 0.425 2.063 0.984 -0.3 0.0 0.3 0.2466
```
Positions in Å, forces in eV/Å.

structure (SMILES): C=C[C@@H](N)ON=O
spin multiplicity: 1

---

Entry 6:
The following is a quantum chemistry calculation of a cluster of 2 separate species, C2H8N2S in total at a distorted geometry, from OMol25.

```
13
Properties=species:S:1:pos:R:3:forces:R:3:mulliken_charge:R:1
S -0.058 2.002 1.908 -0.5 0.4 -0.6 -0.7995
H -0.801 2.976 1.272 0.5 -0.6 0.4 0.0346
C -0.199 -0.539 -0.567 2.3 -1.1 -0.7 0.0093
C 0.017 -1.616 -1.422 -1.1 1.3 1.4 -0.4063
N 1.398 -1.873 -1.859 0.3 -0.5 -1.1 -0.3481
N -1.293 -0.123 0.036 0.4 -0.5 -0.6 -0.2207
H 0.777 0.011 -0.314 -1.8 -0.1 0.0 0.0879
H -0.766 -2.323 -1.643 0.4 -0.3 -0.4 0.3241
H 1.535 -1.651 -2.888 -0.1 -0.7 1.3 0.3621
H 2.017 -1.204 -1.382 -0.1 -0.3 0.1 0.3586
H 1.725 -2.863 -1.653 -0.3 1.5 -0.4 0.3586
H -2.124 -0.706 0.034 0.2 0.4 0.0 0.2084
H -1.075 0.626 0.741 -0.2 0.4 0.6 0.0308
```
Positions in Å, forces in eV/Å.

spin multiplicity: 1

---

Summary of energy relative to the best compared isomer or geometry (same formula, charge and spin) in kJ/mol
36.7; 0.0; 0.0; 333.0; 639.5; 244.3
(order as listed above)
Summary of HOMO-LUMO gap in eV
8.98; 9.10; 8.79; 9.95; 8.49; 5.17
(order as listed above)